{"formula": "C49H41BrN4NaO3P2S", "method": "ωB97M-V/def2-TZVPD", "symbols": ["Na", "C", "P", "C", "C", "C", "C", "C", "C", "C", "C", "C", "C", "C", "C", "C", "C", "C", "C", "C", "P", "C", "C", "C", "C", "C", "C", "C", "C", "C", "C", "C", "C", "N", "H", "H", "H", "H", "H", "H", "H", "H", "H", "H", "H", "H", "H", "H", "H", "H", "H", "H", "H", "H", "H", "H", "H", "H", "H", "H", "O", "N", "C", "C", "C", "C", "C", "S", "H", "H", "H", "H", "C", "O", "C", "C", "C", "Br", "C", "C", "C", "O", "C", "N", "C", "C", "C", "C", "C", "C", "N", "H", "H", "H", "H", "H", "H", "H", "H", "H", "H", "H"], "coordinates": [[-10.4669, -15.9543, -14.0067], [-11.2522, -19.5260, -15.1722], [-10.0931, -19.9358, -13.7126], [-10.5444, -21.5892, -13.0397], [-9.5519, -22.4580, -12.5563], [-9.9039, -23.7057, -12.0386], [-11.2220, -24.1219, -12.0810], [-12.2158, -23.1580, -12.2839], [-11.8801, -21.9321, -12.8385], [-8.6282, -20.4670, -14.6990], [-8.7251, -21.4847, -15.6572], [-7.6931, -21.6348, -16.6056], [-6.5780, -20.7863, -16.5079], [-6.4043, -19.9745, -15.3898], [-7.4407, -19.8274, -14.4518], [-12.4036, -18.7631, -14.7711], [-13.7774, -19.2719, -14.7129], [-14.5059, -18.3802, -14.0380], [-13.5419, -17.3069, -13.6747], [-13.8731, -16.2985, -12.6201], [-12.7674, -16.7877, -11.2294], [-11.9561, -15.3115, -10.7641], [-12.4999, -14.0092, -10.9972], [-12.0020, -12.9360, -10.3153], [-11.0806, -13.1195, -9.1955], [-10.7137, -14.5773, -8.7521], [-10.8000, -15.5595, -9.9374], [-13.9150, -17.3999, -10.0240], [-13.6933, -18.7600, -9.7169], [-14.5172, -19.3940, -8.8228], [-15.5254, -18.6836, -8.1996], [-15.7550, -17.3197, -8.4787], [-14.9131, -16.6749, -9.3819], [-12.3169, -17.5441, -14.2028], [-11.6390, -20.4889, -15.5769], [-10.6812, -18.9589, -15.9229], [-8.4911, -22.1998, -12.6327], [-9.1137, -24.3616, -11.6559], [-11.4441, -25.1711, -11.9293], [-13.2562, -23.4171, -12.0743], [-12.6663, -21.2027, -12.9095], [-9.5693, -22.1932, -15.6313], [-7.6900, -22.4421, -17.3509], [-5.8674, -20.7580, -17.3037], [-5.4839, -19.4574, -15.1923], [-7.3374, -19.1299, -13.5932], [-14.0916, -20.2841, -15.0215], [-15.5293, -18.4797, -13.7060], [-14.8915, -16.4877, -12.3003], [-13.6874, -15.2658, -12.9275], [-13.1945, -13.8007, -11.8452], [-12.1057, -11.9214, -10.7011], [-11.3453, -12.5723, -8.2993], [-11.2211, -14.9484, -7.8275], [-10.7754, -16.5955, -9.5316], [-12.8449, -19.2348, -10.2515], [-14.3993, -20.4450, -8.6036], [-16.1480, -19.2151, -7.4617], [-16.5992, -16.8119, -8.0756], [-14.9240, -15.5929, -9.5737], [-11.4877, -14.7958, -15.9458], [-10.9275, -14.7185, -17.1446], [-11.7088, -14.3259, -18.1938], [-11.1128, -13.8646, -19.3174], [-9.7424, -14.0322, -19.5506], [-8.9800, -14.6471, -18.5828], [-9.5724, -15.0737, -17.3878], [-8.7595, -15.9552, -16.2589], [-12.7427, -14.0629, -17.9376], [-11.7387, -13.4182, -20.0665], [-9.2613, -13.5707, -20.4342], [-7.9394, -14.8705, -18.7038], [-9.1981, -13.0692, -13.7639], [-9.1076, -14.1936, -12.8789], [-9.1830, -14.0600, -11.5480], [-9.1575, -12.9262, -10.8503], [-9.5173, -12.9009, -9.4415], [-8.9686, -11.2918, -8.5508], [-9.1926, -14.2464, -8.6632], [-8.4370, -15.1351, -9.5457], [-9.3547, -15.3901, -10.7409], [-8.8725, -16.4157, -11.5676], [-7.3582, -15.9631, -9.0722], [-6.9135, -15.9921, -7.7612], [-6.1167, -17.1097, -7.7060], [-5.5884, -17.7088, -6.5345], [-4.8847, -18.8834, -6.7232], [-4.7108, -19.4725, -7.9800], [-5.3136, -18.9219, -9.1547], [-5.9591, -17.7009, -8.9836], [-6.7737, -16.9596, -9.8201], [-8.2727, -12.5089, -13.6428], [-10.0504, -12.4028, -13.4879], [-9.3006, -13.4425, -14.7823], [-9.0151, -11.9922, -11.3536], [-8.8246, -14.1292, -7.6544], [-9.2073, -17.2933, -11.2884], [-5.7333, -17.2405, -5.5718], [-4.5081, -19.3695, -5.8220], [-4.1180, -20.3811, -8.0395], [-5.2842, -19.3677, -10.1383], [-6.8225, -16.9397, -10.8370]], "relative_energy_kj_mol": 274.61, "e_tot_ev": -167449.44726, "gap_ha": [0.157, 0.144], "lumo_energy_ha": [0.04140, 0.02721], "charge": -1}